Entry from the OMol25 dataset: the molecule C22H22N2O2S (wB97M-V/def2-TZVPD).

Molecular weight   378.497 Da
Structure (SMILES)   COc1cccc(CNC(=O)c2cccnc2Sc2ccc(C)cc2C)c1
E   -1509.74063 Ha
Kohn-Sham gap   9.03 eV
HOMO energy   -8.360 eV
LUMO energy   0.67 eV

Element x y z (Å)
1 C -1.507 -2.032 2.413
2 O -2.437 -2.680 1.577
3 C -3.149 -1.927 0.696
4 C -4.025 -2.627 -0.137
5 C -4.784 -1.950 -1.067
6 C -4.678 -0.574 -1.195
7 C -3.817 0.130 -0.368
8 C -3.673 1.625 -0.488
9 N -2.284 2.020 -0.571
10 C -1.707 2.834 0.338
11 O -2.322 3.391 1.226
12 C -0.241 3.058 0.143
13 C 0.251 4.352 0.257
14 C 1.609 4.593 0.109
15 C 2.435 3.510 -0.140
16 N 1.992 2.269 -0.216
17 C 0.700 2.039 -0.070
18 S 0.204 0.346 -0.130
19 C 1.789 -0.472 -0.043
20 C 2.564 -0.304 1.092
21 C 3.787 -0.938 1.184
22 C 4.235 -1.757 0.155
23 C 5.570 -2.430 0.246
24 C 3.431 -1.924 -0.964
25 C 2.201 -1.292 -1.088
26 C 1.349 -1.482 -2.303
27 C -3.061 -0.546 0.581
28 H -1.042 -2.821 3.003
29 H -1.997 -1.320 3.084
30 H -0.739 -1.514 1.830
31 H -4.088 -3.698 -0.032
32 H -5.459 -2.499 -1.707
33 H -5.268 -0.050 -1.932
34 H -4.211 1.985 -1.372
35 H -4.079 2.125 0.398
36 H -1.719 1.557 -1.265
37 H -0.444 5.152 0.463
38 H 2.010 5.590 0.187
39 H 3.502 3.624 -0.279
40 H 2.213 0.328 1.893
41 H 4.395 -0.801 2.066
42 H 5.775 -2.746 1.266
43 H 5.617 -3.296 -0.410
44 H 6.356 -1.735 -0.053
45 H 3.770 -2.563 -1.768
46 H 1.837 -2.137 -3.019
47 H 1.156 -0.522 -2.780
48 H 0.387 -1.914 -2.028
49 H -2.404 0.025 1.217



Entry from the OMol25 dataset: the molecule C22H22N2O4 (wB97M-V/def2-TZVPD).

Molecular weight   378.428 Da
Structure (SMILES)   Cc1oc(-c2ccccc2)nc1CCOc1ccc(CC2(C(=O)O)CC2)cn1
E   -1261.89208 Ha
Kohn-Sham gap   8.46 eV
HOMO energy   -7.863 eV
LUMO energy   0.60 eV

Element x y z (Å)
1 C -1.438 -1.366 2.511
2 C -0.498 -2.462 2.001
3 O -0.740 -3.750 2.207
4 C 0.289 -4.344 1.585
5 C 0.362 -5.769 1.261
6 C -0.710 -6.567 0.957
7 C -0.552 -7.967 0.587
8 C 0.751 -8.521 0.593
9 C 1.876 -7.825 1.044
10 C 1.618 -6.408 1.342
11 N 1.277 -3.488 1.123
12 C 0.707 -2.284 1.364
13 C 1.387 -0.993 0.902
14 C 0.948 -0.627 -0.550
15 O -0.419 -0.196 -0.644
16 C -0.640 1.158 -0.629
17 C -1.724 1.719 -1.354
18 C -1.905 3.054 -1.389
19 C -1.084 3.818 -0.609
20 C -1.271 5.302 -0.578
21 C -0.123 5.795 -1.458
22 C -0.138 5.320 -2.875
23 O -0.493 6.143 -3.688
24 O 0.750 4.216 -3.113
25 C 1.157 6.262 -0.800
26 C 0.063 7.304 -1.231
27 C -0.071 3.186 0.116
28 N 0.155 1.884 0.100
29 H -1.642 -1.433 3.611
30 H -1.038 -0.349 2.156
31 H -2.336 -1.653 1.953
32 H -1.697 -6.089 0.972
33 H -1.386 -8.503 0.371
34 H 0.865 -9.583 0.240
35 H 2.936 -8.169 1.195
36 H 2.527 -5.807 1.531
37 H 2.456 -1.137 0.891
38 H 1.163 -0.181 1.653
39 H 1.149 -1.362 -1.233
40 H 1.665 0.136 -0.876
41 H -2.317 1.027 -1.895
42 H -2.785 3.602 -1.874
43 H -2.215 5.736 -0.918
44 H -1.040 5.620 0.416
45 H 0.554 3.802 -3.950
46 H 1.148 5.856 0.222
47 H 2.119 6.187 -1.328
48 H -0.604 7.877 -0.528
49 H 0.293 8.052 -1.987
50 H 0.652 3.773 0.605